Molecular formula: C46H43BrNO4S3Zr
Method: DFT, ωB97M-V/def2-TZVPD

Positions of all 99 atoms, in Å:
Zr: -0.571820 0.317297 0.301255
C: -1.216770 0.860268 3.909050
C: -1.493223 -0.634760 3.983303
S: -0.974902 -1.545617 2.503198
C: -2.403918 -2.567624 2.118130
C: -3.681313 -1.823482 1.771232
S: -3.421541 -0.585766 0.478041
C: -4.209601 0.872896 1.200853
C: -3.652159 1.349001 2.534911
S: -1.879428 1.720689 2.465033
H: -1.594211 1.347046 4.809080
H: -0.144838 1.058152 3.849259
H: -0.950016 -1.043432 4.835453
H: -2.550209 -0.837671 4.152716
H: -2.067920 -3.153586 1.261892
H: -2.578442 -3.260149 2.942607
H: -4.417249 -2.542815 1.410318
H: -4.110432 -1.338602 2.646819
H: -4.085062 1.638528 0.435249
H: -5.279423 0.684153 1.300981
H: -4.171461 2.261239 2.828983
H: -3.823771 0.618738 3.323432
O: 0.946509 0.626735 1.550851
C: 2.301827 1.039473 1.523662
C: 2.430190 2.007135 0.335999
C: 2.221490 1.367269 -1.014527
C: 3.200439 1.544599 -1.982243
C: 3.022977 1.028338 -3.248760
C: 1.863087 0.330805 -3.525886
C: 0.916960 0.165909 -2.532369
C: -0.352110 -0.590195 -2.827477
C: -0.496973 -1.852623 -1.951511
O: -0.392797 -1.439869 -0.596883
C: 0.627224 -2.819288 -2.307411
C: 1.830264 -2.780790 -1.615726
C: 2.884028 -3.601751 -1.995660
C: 2.744963 -4.462328 -3.073821
C: 1.545695 -4.500378 -3.772247
C: 0.492182 -3.683058 -3.390793
C: -1.865772 -2.509950 -2.097902
C: -2.879623 -2.020472 -2.906534
C: -4.129644 -2.634096 -2.921444
C: -4.374608 -3.741150 -2.129289
C: -3.355365 -4.251747 -1.329565
C: -2.112747 -3.643536 -1.322597
N: 1.088401 0.693717 -1.299162
C: 3.234906 -0.155185 1.355887
C: 4.581644 0.050242 1.064812
C: 5.453621 -1.020430 0.950691
C: 4.993649 -2.317923 1.137835
C: 3.657959 -2.530150 1.438368
C: 2.784511 -1.454296 1.544991
C: 2.556676 1.722358 2.869035
C: 2.662280 0.921037 4.006003
C: 2.783575 1.485886 5.264725
C: 2.809253 2.868664 5.407816
C: 2.714528 3.671309 4.283863
C: 2.586188 3.102112 3.021024
H: 1.683628 2.792169 0.461641
H: 3.408533 2.484938 0.330559
H: 4.096992 2.091466 -1.727108
H: 3.778257 1.166050 -4.011222
H: 1.685555 -0.100336 -4.500884
H: -1.210457 0.062369 -2.658644
H: -0.351944 -0.871052 -3.880306
H: 1.943351 -2.111803 -0.774490
H: 3.814072 -3.563282 -1.442650
H: 3.565474 -5.103175 -3.368717
H: 1.427579 -5.173315 -4.611443
H: -0.445517 -3.726674 -3.932786
H: -2.720999 -1.152979 -3.532288
H: -4.910539 -2.239542 -3.558397
H: -5.345677 -4.218199 -2.144853
H: -3.528239 -5.136977 -0.730000
H: -1.305197 -4.053399 -0.725895
H: 4.966757 1.056328 0.947269
H: 6.496603 -0.841692 0.724350
H: 5.675257 -3.154565 1.056769
H: 3.286878 -3.536447 1.586803
H: 1.742182 -1.631387 1.774509
H: 2.658988 -0.157400 3.900091
H: 2.872964 0.847843 6.134584
H: 2.912345 3.314135 6.388354
H: 2.740439 4.748700 4.382605
H: 2.506577 3.758761 2.165456
Br: 0.729495 4.833036 -1.757314
C: -1.120615 4.746759 -2.146381
C: -1.644864 5.787624 -2.896532
C: -2.978618 5.769280 -3.274362
C: -3.791732 4.701207 -2.925551
C: -3.262392 3.660040 -2.186226
C: -1.930454 3.675760 -1.768125
C: -1.471030 2.542331 -0.934018
O: -0.523274 2.630289 -0.121082
O: -2.066562 1.407563 -1.025165
H: -1.003103 6.606461 -3.188679
H: -3.376538 6.590974 -3.854679
H: -4.828278 4.678549 -3.231981
H: -3.873610 2.808676 -1.918735

Cartesian forces, eV/Å:
0.2 0.1 0.6
0.0 0.0 0.0
0.0 0.0 0.0
0.3 0.1 -0.2
0.0 -0.1 0.0
-0.1 0.0 0.0
0.1 0.1 -0.1
-0.1 0.0 0.0
0.0 0.0 0.0
0.1 0.0 -0.1
0.0 0.0 0.0
0.0 0.0 0.0
0.0 0.0 0.0
0.0 0.0 0.0
0.0 0.0 0.0
0.0 0.0 0.0
0.0 0.0 0.0
0.0 0.0 0.0
0.0 0.0 0.0
0.0 0.0 0.0
0.0 0.0 0.0
0.0 0.0 0.0
-0.5 -0.5 -0.6
-0.3 0.2 -0.1
-0.1 0.0 0.0
0.1 0.2 0.0
0.1 -0.1 0.1
0.0 0.0 0.0
0.0 -0.1 0.0
-0.1 0.0 0.0
0.1 0.0 0.0
0.0 0.1 0.1
-0.2 0.4 0.3
0.0 0.0 0.0
0.0 0.0 0.0
0.0 0.0 0.0
0.0 0.0 0.0
0.0 0.0 0.0
0.0 0.0 0.0
0.0 0.0 0.0
0.0 0.0 0.0
0.0 0.0 0.0
0.0 0.0 0.0
0.0 0.0 0.0
0.0 0.0 0.0
0.0 0.0 -0.1
0.0 0.0 0.0
0.0 0.0 0.0
0.0 0.0 0.0
0.0 0.0 0.0
0.0 0.0 0.0
0.0 0.0 0.0
0.0 0.0 0.0
0.0 0.0 0.0
0.0 0.0 0.0
0.0 0.0 0.0
0.0 0.0 0.0
0.0 0.0 0.0
0.0 0.0 0.0
0.0 0.0 0.0
0.0 0.0 0.0
0.0 0.0 0.0
0.0 0.0 0.0
0.0 0.0 0.0
0.0 0.0 0.0
0.0 0.0 0.0
0.0 0.0 0.0
0.0 0.0 0.0
0.0 0.0 0.0
0.0 0.0 0.0
0.0 0.0 0.0
0.0 0.0 0.0
0.0 0.0 0.0
0.0 0.0 0.0
0.0 0.0 0.0
0.0 0.0 0.0
0.0 0.0 0.0
0.0 0.0 0.0
0.0 0.0 0.0
0.0 0.0 0.0
0.0 0.0 0.0
0.0 0.0 0.0
0.0 0.0 0.0
0.0 0.0 0.0
0.0 0.0 0.0
0.0 0.0 0.0
0.0 0.0 0.0
0.0 0.0 0.0
0.0 0.0 0.0
0.0 0.0 0.0
0.0 0.0 0.0
-0.1 0.0 0.0
0.1 -0.2 0.1
0.0 -0.1 0.1
0.2 -0.1 -0.1
0.0 0.0 0.0
0.0 0.0 0.0
0.0 0.0 0.0
0.0 0.0 0.0

For the total energy, the calculation gives -5950.14711 hartree. Its total charge is +1. The calculation puts the energy above the lowest of the compared OMol25 structures with the same formula, charge and spin at 0.0 kJ/mol.

---

Molecular formula: C46H43GeMnN9O3S3Si
Method: DFT, ωB97M-V/def2-TZVPD

Positions of all 107 atoms, in Å:
Mn: -0.463151 0.579548 0.283350
C: 1.586580 5.548902 -2.823009
Si: 1.996665 5.768765 -1.014937
C: 3.795239 6.269838 -0.878665
C: 0.856257 7.011881 -0.219809
C: 1.828126 4.189174 0.064282
C: 2.687306 4.094913 1.168219
C: 2.590011 3.042420 2.054217
C: 1.628368 2.072200 1.833387
N: 0.788767 2.126998 0.801165
C: 0.901915 3.163308 -0.051218
S: -0.266968 3.122239 -1.403915
H: 1.769286 6.515356 -3.301633
H: 0.547648 5.284779 -3.009849
H: 2.232947 4.822391 -3.319843
H: 4.025780 7.000856 -1.656345
H: 4.465339 5.419578 -1.023927
H: 4.036341 6.734818 0.078735
H: 0.918725 7.976874 -0.727081
H: 1.109259 7.167359 0.830797
H: -0.181500 6.674031 -0.266740
H: 3.443416 4.853017 1.328492
H: 3.244076 2.960940 2.911010
H: 1.511646 1.233296 2.503203
N: -7.097011 1.701656 4.555898
C: -6.130190 2.007586 3.616915
C: -4.965026 2.682994 3.989227
C: -3.977442 2.941161 3.056979
C: -4.145238 2.528368 1.745068
C: -5.302924 1.862642 1.354718
C: -6.284715 1.600434 2.284876
S: -2.902286 2.815819 0.547002
O: -3.481040 3.384109 -0.633312
O: -1.807229 3.520615 1.177815
N: -2.320489 1.313226 0.248870
C: -2.657511 0.523521 -0.800850
N: -1.703439 -0.435481 -0.899220
C: -1.744973 -1.285470 -1.919308
C: -2.790343 -1.228147 -2.817550
C: -3.741793 -0.229241 -2.611603
N: -3.688755 0.661250 -1.629617
H: -7.096859 2.250741 5.399208
H: -8.019554 1.505535 4.205012
H: -4.836901 3.009141 5.014392
H: -3.082109 3.478034 3.339552
H: -5.428437 1.561132 0.321253
H: -7.186725 1.079418 1.987456
H: -0.944060 -2.013881 -1.971785
H: -2.868405 -1.920382 -3.641237
H: -4.587037 -0.135772 -3.284948
S: 0.699602 -3.165168 0.468800
C: 0.594039 -4.833320 0.627209
N: 1.722791 -5.594654 0.717425
C: 1.746624 -6.941543 0.886237
C: 0.588053 -7.638449 0.977405
C: -0.623793 -6.915240 0.895188
C: -0.622981 -5.562359 0.726597
H: 2.594290 -5.084369 0.680158
H: 2.725982 -7.393411 0.941569
H: 0.603739 -8.708737 1.110154
H: -1.565263 -7.444120 0.968724
H: -1.544100 -5.001961 0.666247
N: 3.055301 -1.253233 -1.111879
C: 2.239750 -0.217261 -1.284291
O: 1.144530 -0.156274 -0.712742
C: 2.693326 0.900413 -2.150436
C: 4.052079 1.038137 -2.544978
N: 5.165579 1.072447 -2.829750
C: 1.716136 1.759716 -2.442630
N: 0.636615 2.260125 -2.548438
H: 2.696188 -2.036675 -0.569311
H: 3.908138 -1.338739 -1.639849
C: -0.539717 -0.179724 1.631047
Ge: -0.908297 -0.774820 3.477306
C: 0.371275 -2.150443 3.958696
C: 1.715756 -1.831058 4.131651
C: 2.642871 -2.817808 4.433654
C: 2.228368 -4.135872 4.575486
C: 0.888114 -4.462384 4.420021
C: -0.035865 -3.472961 4.112910
C: -0.753979 0.795051 4.606272
C: -0.558001 0.611746 5.975923
C: -0.476798 1.704512 6.827298
C: -0.582821 2.991316 6.315651
C: -0.780480 3.183636 4.955507
C: -0.871206 2.089757 4.104882
C: -2.723811 -1.423887 3.295342
C: -3.755509 -0.909194 4.074791
C: -5.062870 -1.336275 3.877415
C: -5.344007 -2.273940 2.894953
C: -4.322188 -2.781849 2.101545
C: -3.017606 -2.355845 2.298513
H: 2.050425 -0.803089 4.033216
H: 3.685405 -2.559043 4.568134
H: 2.948509 -4.905051 4.825107
H: 0.559974 -5.486864 4.546225
H: -1.080110 -3.737371 3.987273
H: -0.458419 -0.388338 6.384446
H: -0.327180 1.552862 7.888279
H: -0.513938 3.843507 6.979283
H: -0.871361 4.185564 4.553841
H: -1.058271 2.253679 3.048657
H: -3.545994 -0.161154 4.831566
H: -5.859789 -0.923291 4.482780
H: -6.362806 -2.605173 2.739638
H: -4.547530 -3.501709 1.324464
H: -2.221109 -2.729357 1.660027

Cartesian forces, eV/Å:
0.1 -0.6 0.4
0.1 0.0 0.0
-0.1 0.0 0.0
0.0 0.0 0.0
0.0 0.0 0.0
0.1 0.1 0.0
0.0 -0.1 0.0
0.0 0.0 0.0
-0.1 0.0 0.1
0.1 0.1 -0.1
-0.1 0.0 0.1
0.0 0.2 0.1
0.0 0.0 0.0
0.0 0.0 0.0
0.0 0.0 0.0
0.0 0.0 0.0
0.0 0.0 0.0
0.0 0.0 0.0
0.0 0.0 0.0
0.0 0.0 0.0
0.0 0.0 0.0
0.0 0.0 0.0
0.0 0.0 0.0
0.0 0.0 0.0
0.0 -0.1 0.0
0.0 0.0 0.0
0.0 0.0 0.0
0.0 0.1 0.0
0.0 0.0 0.0
0.0 0.0 0.0
0.0 0.0 0.0
-0.1 -0.1 0.0
0.0 0.0 0.0
0.0 0.0 0.0
0.2 0.3 -0.1
-0.2 0.1 0.0
0.1 0.3 -0.3
-0.1 -0.1 0.1
0.0 0.0 0.0
0.0 0.0 0.0
-0.1 -0.2 0.1
0.0 0.0 0.0
0.0 0.0 0.0
0.0 0.0 0.0
-0.1 0.0 0.0
0.0 0.0 0.0
0.0 0.0 0.0
0.0 0.0 0.0
0.0 0.0 0.0
0.0 0.0 0.0
0.0 0.0 -0.2
0.0 0.0 0.2
0.0 0.0 0.0
0.0 0.0 0.0
0.0 0.0 0.0
0.0 0.0 0.0
0.0 0.0 0.0
0.0 0.0 0.0
0.0 0.0 0.0
0.0 0.0 0.0
0.0 0.0 0.0
0.0 0.0 0.0
0.0 -0.1 0.0
0.1 0.1 0.2
-0.2 -0.1 -0.2
0.0 0.0 0.0
0.0 0.0 0.0
0.0 0.0 0.0
-0.1 -0.1 0.1
0.1 0.0 -0.2
0.0 0.0 0.0
0.0 0.0 0.0
0.4 0.4 -0.2
-0.2 -0.1 0.1
-0.1 0.0 0.0
0.0 0.0 0.0
0.0 0.0 0.0
0.0 0.0 0.0
0.0 0.0 0.0
0.0 0.0 -0.1
0.0 0.0 0.0
0.1 0.0 0.0
0.0 0.0 0.0
0.0 0.0 0.0
0.0 0.0 0.0
-0.1 -0.1 -0.1
0.0 0.0 0.0
0.0 0.0 0.0
0.0 0.0 0.0
0.0 0.0 0.0
0.0 0.0 0.0
0.0 0.0 0.0
0.0 0.0 0.0
0.0 0.0 0.0
0.0 0.0 0.0
0.0 0.0 0.0
0.0 0.0 0.0
0.0 0.0 0.0
0.0 0.0 0.0
0.0 0.0 0.0
0.0 0.0 0.0
0.1 0.0 0.0
0.0 0.0 0.0
0.0 0.0 0.0
0.0 0.0 0.0
0.0 0.0 0.0
0.0 0.0 0.0

For the total energy, the calculation gives -7208.97786 hartree. Its total charge is +1. The calculation puts the energy above the lowest of the compared OMol25 structures with the same formula, charge and spin at 78.8 kJ/mol.

---

Q: Look up the total charge of the second one.
A: +1